C6H14N2O2 | the ωB97M-V functional and the def2-TZVPD basis

CARTESIAN COORDINATES (ANGSTROEM)
C  1.9963  -0.0510  -1.6533
H  3.0079  0.1194  -2.0527
C  1.3615  -2.5896  1.0490
H  1.3200  -0.0863  -2.5216
H  -2.3950  2.4776  2.0782
H  -0.5778  2.2804  -0.4253
C  -1.5706  1.7948  2.1067
H  -1.5925  1.1981  3.0163
H  1.6768  0.8185  -1.0586
O  2.4121  -2.3736  -1.3927
H  -1.8723  1.6569  -2.3057
H  -2.9919  1.2508  -0.9186
H  2.0828  -3.2614  0.5999
N  -1.0047  1.3725  -0.3161
H  0.7163  -0.6730  0.4095
N  1.5432  -1.2767  0.4034
C  -2.0020  1.0805  -1.3886
C  -1.5076  0.8890  0.9254
O  -1.8511  -0.2705  0.9311
H  -0.5948  2.3907  2.1519
H  1.6081  -2.4247  2.1017
H  0.3231  -3.0060  0.9009
C  1.9263  -1.3471  -0.9428
H  -2.0143  0.0307  -1.6979

Spin multiplicity   1
Kohn-Sham gap   0.36569 hartree
Relative energy (zero: lowest compared OMol25 entry of this formula, charge and spin)   1.416 eV
Energy   -13524.20828 eV
Max |F|   2.60 eV/Å
E_LUMO   0.6 eV
Highest occupied orbital energy   -9.380 eV
SMILES   CNC(C)=O.CNC(C)=O

C10H16S | the ωB97M-V functional and the def2-TZVPD basis

CARTESIAN COORDINATES (ANGSTROEM)
H  -2.5041  1.0918  1.8156
C  0.1259  1.2229  -1.8610
C  1.4713  -1.6771  1.2217
H  0.4919  -1.3163  0.9072
S  1.6798  -3.3717  0.5818
H  -0.1364  4.3769  -0.7184
C  -0.3043  3.3080  -0.7453
H  -0.2643  -4.6048  -0.3834
C  -2.4641  0.6122  0.8355
H  -0.2176  -3.0085  -0.8764
H  0.6600  3.1635  -2.6308
H  1.4805  -1.7958  2.3017
H  3.4855  -0.8197  1.1948
C  -0.6987  0.5938  -0.9456
C  2.5050  -0.6896  0.7330
H  2.1440  0.3347  0.8259
H  -3.4247  0.7908  0.3495
H  -0.7162  -3.3490  0.7615
C  -1.4131  1.3119  0.0097
H  -2.3038  -0.4540  0.9642
H  0.7230  0.7028  -2.5969
H  -1.3812  3.1684  1.0977
C  0.1987  2.6071  -1.8210
C  -1.1171  2.6530  0.1772
C  0.0137  -3.6301  -0.0009
H  2.6885  -0.7338  -0.3355
H  -0.7221  -0.4874  -0.8619

Spin multiplicity   1
Kohn-Sham gap   0.34189 hartree
Relative energy (zero: lowest compared OMol25 entry of this formula, charge and spin)   0.595 eV
Energy   -21464.25507 eV
Max |F|   1.65 eV/Å
E_LUMO   0.9 eV
Highest occupied orbital energy   -8.404 eV
SMILES   Cc1ccccc1.CCSC

C5H6N4O | the ωB97M-V functional and the def2-TZVPD basis

CARTESIAN COORDINATES (ANGSTROEM)
C  -1.7552  1.6226  0.1362
H  -0.3965  -2.0603  0.3464
C  0.3318  0.8486  1.6019
H  -0.1930  -0.0657  -2.6554
C  -0.5949  1.8739  2.0597
N  -1.6084  2.1362  1.2637
H  1.4491  -0.2856  -0.9946
H  1.1122  0.4560  2.2594
H  -0.5231  2.3420  3.0812
C  0.4332  -0.4817  -0.5554
N  0.2185  0.5054  0.3412
N  -2.1510  0.9511  -0.7811
O  0.4517  -1.7524  -0.0758
N  -1.9607  0.0569  -1.6255
C  -0.6168  -0.4095  -1.7984
H  -0.8242  -1.4986  -2.0106

Spin multiplicity   1
Kohn-Sham gap   0.26521 hartree
Relative energy (zero: lowest compared OMol25 entry of this formula, charge and spin)   6.408 eV
Energy   -13284.30970 eV
Max |F|   5.08 eV/Å
E_LUMO   -0.8 eV
Highest occupied orbital energy   -8.014 eV

BCsH4 | the ωB97M-V functional and the def2-TZVPD basis

CARTESIAN COORDINATES (ANGSTROEM)
H  0.3802  -0.7160  -1.2275
H  -0.9259  0.2837  -0.0954
B  0.0040  -0.4850  -0.1018
H  0.8758  -0.0670  0.6248
Cs  0.0989  2.5086  0.4666
H  -0.4330  -1.5243  0.3333

Spin multiplicity   1
Kohn-Sham gap   0.28903 hartree
Relative energy (zero: lowest compared OMol25 entry of this formula, charge and spin)   0.113 eV
Energy   -1287.59615 eV
Max |F|   1.01 eV/Å
E_LUMO   -0.7 eV
Highest occupied orbital energy   -8.550 eV

C3H9O2S | the ωB97M-V functional and the def2-TZVPD basis

CARTESIAN COORDINATES (ANGSTROEM)
H  0.6101  -0.7687  0.1432
H  -0.6024  -1.8685  0.6521
H  -2.1333  0.4724  0.5603
H  1.8024  0.6539  0.9523
O  0.9914  1.5704  1.3184
O  2.4953  -0.1777  0.5508
C  -0.1385  1.5948  0.5428
H  -2.3661  -1.2374  -1.4021
H  -0.8116  2.4114  0.8721
H  0.1351  1.7512  -0.5186
H  3.0927  0.1125  -0.1442
C  -0.4722  -0.9385  0.1022
C  -1.0584  0.3607  0.6866
S  -1.0410  -1.2155  -1.6037
H  -0.8798  0.1512  1.7372

Spin multiplicity   1
Kohn-Sham gap   0.26206 hartree
Total charge   -1
Relative energy (zero: lowest compared OMol25 entry of this formula, charge and spin)   0.689 eV
Energy   -18187.23320 eV
Max |F|   2.35 eV/Å
E_LUMO   3.3 eV
Highest occupied orbital energy   -3.825 eV

C6H12N2O | the ωB97M-V functional and the def2-TZVPD basis

CARTESIAN COORDINATES (ANGSTROEM)
H  0.7657  3.4488  0.3374
C  0.8257  -1.1513  0.7758
H  -0.6433  3.0820  -0.6657
N  -1.6289  1.3796  1.0228
N  -2.6477  0.8949  0.8427
H  0.3283  -1.3134  1.7154
H  0.8793  2.4622  2.3609
H  -1.3904  -2.5055  0.5369
O  0.1827  1.7990  2.3336
H  0.7255  1.9632  -0.6242
H  1.7625  -0.6210  0.8203
H  -1.7262  -1.6776  -0.9846
H  0.3077  -0.9418  -2.4193
C  0.3107  -1.5648  -0.3706
C  0.1220  2.6485  -0.0257
C  1.0007  -1.3510  -1.6852
C  -0.9977  -2.2889  -0.4521
H  1.8488  -0.6777  -1.5839
C  -0.5074  1.9422  1.1372
H  -0.8851  -3.2233  -1.0022
H  1.3669  -2.3041  -2.0695

Spin multiplicity   1
Kohn-Sham gap   0.29825 hartree
Relative energy (zero: lowest compared OMol25 entry of this formula, charge and spin)   3.294 eV
Energy   -11441.37627 eV
Max |F|   1.43 eV/Å
E_LUMO   0.6 eV
Highest occupied orbital energy   -7.472 eV